{
  "formula": "C24H43AuBrP2",
  "method": "ωB97M-V/def2-TZVPD",
  "elements": ["Au", "C", "C", "C", "C", "C", "C", "H", "H", "H", "C", "H", "H", "H", "C", "H", "H", "H", "C", "H", "H", "H", "C", "H", "H", "H", "C", "C", "C", "C", "C", "C", "C", "C", "H", "H", "H", "H", "H", "H", "H", "H", "H", "H", "H", "H", "P", "P", "C", "C", "H", "H", "H", "H", "C", "H", "H", "H", "C", "H", "H", "H", "C", "H", "H", "H", "C", "H", "H", "H", "Br"],
  "coordinates": [[3.00, -0.41, -0.86], [-2.68, 2.84, -0.67], [-2.45, 2.07, -1.84], [-4.37, 1.29, -0.80], [-3.85, 2.35, -0.02], [-3.53, 1.15, -1.96], [-1.90, 4.01, -0.20], [-0.96, 4.12, -0.76], [-1.66, 3.92, 0.88], [-2.47, 4.94, -0.32], [-4.51, 2.93, 1.17], [-3.85, 3.67, 1.64], [-4.74, 2.17, 1.92], [-5.45, 3.44, 0.90], [-5.61, 0.55, -0.50], [-6.51, 1.18, -0.60], [-5.60, 0.15, 0.53], [-5.73, -0.31, -1.18], [-3.80, 0.24, -3.09], [-4.56, 0.66, -3.77], [-4.20, -0.73, -2.76], [-2.90, 0.06, -3.69], [-1.36, 2.26, -2.83], [-1.67, 2.91, -3.66], [-1.07, 1.30, -3.25], [-0.48, 2.71, -2.35], [4.02, -0.57, 1.21], [4.51, 0.47, 0.38], [5.79, 0.33, -0.37], [5.90, -0.99, -1.21], [4.57, -1.54, -1.70], [3.69, -2.49, -1.06], [3.99, -3.01, 0.32], [4.67, -1.92, 1.23], [6.69, 0.37, 0.23], [6.54, -1.74, -0.69], [5.86, 1.17, -1.08], [5.75, -1.92, 1.01], [3.42, -0.31, 2.08], [4.06, 1.47, 0.47], [4.58, -2.32, 2.24], [3.02, -3.28, 0.76], [2.99, -3.04, -1.70], [4.59, -3.95, 0.34], [6.45, -0.64, -2.12], [4.45, -1.41, -2.80], [-0.21, 0.46, 2.42], [-1.07, -1.74, -0.35], [0.47, -1.19, 2.09], [-0.37, -2.22, 1.31], [0.66, -1.64, 3.08], [1.45, -1.06, 1.58], [0.28, -3.08, 1.11], [-1.22, -2.60, 1.90], [-2.84, -2.22, -0.17], [-3.42, -1.68, -0.92], [-3.17, -1.92, 0.83], [-2.94, -3.30, -0.32], [-0.40, -3.17, -1.27], [-0.13, -3.98, -0.59], [0.52, -2.88, -1.81], [-1.13, -3.55, -2.01], [0.33, 0.92, 4.06], [0.33, 2.02, 4.15], [1.35, 0.53, 4.22], [-0.35, 0.49, 4.82], [0.31, 1.62, 1.18], [-0.29, 1.56, 0.27], [1.35, 1.41, 0.88], [0.26, 2.65, 1.58], [-2.41, 0.36, 2.45]],
  "mulliken_spin": [0.68, 0.28, 0.13, 0.08, 0.23, 0.17, -0.01, 0.00, 0.01, 0.02, -0.01, -0.01, 0.01, 0.02, 0.02, 0.00, 0.00, 0.00, 0.00, 0.03, 0.01, 0.00, 0.03, 0.00, -0.01, 0.00, 0.08, -0.04, 0.02, -0.02, 0.06, 0.02, 0.01, 0.02, 0.00, 0.00, 0.00, 0.00, 0.00, 0.01, 0.00, 0.00, 0.00, 0.00, 0.00, 0.02, -0.07, 0.04, 0.06, -0.02, 0.00, 0.01, -0.01, 0.00, 0.03, -0.01, 0.00, 0.00, -0.02, 0.00, 0.01, 0.00, 0.00, 0.00, 0.00, 0.00, 0.02, -0.02, 0.10, -0.01, 0.01],
  "e_tot_ha": -4332.28709,
  "e_above_lowest_ev": 0.000,
  "orbital_gap_ev": [5.015, 6.021],
  "homo_ev": [-8.0855, -9.2074],
  "spin_multiplicity": 3,
  "lumo_energy_ev": [-3.07, -3.19],
  "charge": 1
}